Density functional theory data (wB97M-V/def2-TZVPD) for C3H5N3O in the gas phase.

CARTESIAN COORDINATES (ANGSTROEM)
H 1.7486 0.0300 -0.5490
H -1.1029 -1.7518 -1.9766
O -0.2230 -1.7800 -1.5656
H -1.8127 2.2535 0.3063
H 1.1278 0.9139 1.6419
C 1.0833 -0.5521 0.1078
N 0.5181 0.2620 1.1673
C -0.6129 0.8647 0.5972
H 1.6030 -1.4497 0.4469
C -0.1866 -0.8122 -0.6587
N -0.9961 2.0375 0.8735
N -1.1464 -0.0158 -0.3910

Summary:
ΔE to the lowest compared entry with this formula, charge and spin ... 16.76 kcal/mol
Kohn-Sham gap ... 9.95 eV
Charge ... 0
HOMO ... -9.319 eV
SMILES ... [H]/N=C1\N=C(O)CN1
Calculated total energy ... -356.83067 a.u.

=====

Density functional theory data (wB97M-V/def2-TZVPD) for a molecular structure, C3H4LiO3Rb in a non-equilibrium geometry.

CARTESIAN COORDINATES (ANGSTROEM)
H -0.7012 -0.3761 1.4387
O -1.6499 1.8838 -0.4204
O -2.6502 -0.1173 -0.8315
Li 0.2945 2.0545 0.0935
C 0.7583 -0.6226 -0.2156
H 0.5853 -0.7148 -1.3115
Rb 4.3993 0.6185 1.0279
H 1.4239 -1.5010 -0.0208
C -2.3441 1.0224 -0.8171
C -0.5174 -0.9188 0.5053
O 1.3211 0.6055 0.0987
H -0.9198 -1.9342 0.4528

Summary:
ΔE to the lowest compared entry with this formula, charge and spin ... 36.02 kcal/mol
Kohn-Sham gap (spin up / spin down) ... 6.65 / 7.94 eV
Charge ... +1
HOMO (spin up / spin down) ... -10.383 / -11.683 eV
Calculated total energy ... -373.82305 a.u.
Spin multiplicity ... 2
<S²> ... 0.7544

=====

Density functional theory data (wB97M-V/def2-TZVPD) for 13 unconnected molecules or ions with the total composition C40H114N8O13 in a non-equilibrium geometry.

CARTESIAN COORDINATES (ANGSTROEM)
H -31.2687 0.9899 9.5822
N -26.4700 9.8357 14.2987
H -31.0834 -0.1790 11.8066
H -26.2351 3.6661 -3.7476
H -25.2852 5.2389 1.0375
H -22.5260 -4.5613 0.6030
H -15.6780 -6.1364 8.2992
H -15.7361 -5.7453 17.8691
N -18.0180 -8.5437 8.4419
H -22.3888 1.2324 10.7607
H -18.0140 10.6883 7.2519
H -13.1372 6.7065 2.6558
H -21.9899 -2.9466 1.0133
H -13.4887 -3.7183 17.9787
H -21.9536 2.5775 9.7440
C -22.5931 0.7232 8.6922
C -30.4687 1.3242 10.2427
C -13.5736 6.0659 3.4221
H -18.0406 1.0505 8.2403
H -12.7756 -3.9132 15.4630
H -13.7706 -5.9603 16.1973
C -25.0905 4.1788 1.1997
H -28.4380 4.6134 -0.8843
H -26.2862 5.0028 16.0994
O -18.1468 12.6222 8.1022
H -18.0784 2.9105 17.4616
H -12.8268 6.8531 8.5034
H -19.0870 10.2877 9.3648
H -29.6946 -0.5970 10.9344
H -24.0217 4.0400 1.0373
H -19.5948 0.8198 16.2092
H -25.8843 7.6787 12.4895
C -13.7074 5.5471 7.0981
H -25.2876 3.8893 2.2320
H -14.3812 4.8986 7.6581
H -19.4334 11.7747 6.7409
O -18.4412 2.0257 17.5452
C -12.8551 2.7708 14.5143
H -26.7228 10.6853 13.8146
H -20.8763 8.8504 8.7177
H -27.0948 -2.9217 2.1479
H -20.9983 2.6648 15.4779
H -25.3190 -1.6780 0.7204
H -17.3909 -7.1702 6.9803
C -22.8181 -3.6472 1.1199
H -24.4953 0.4829 8.9790
H -20.9850 2.6366 17.1099
C -27.2344 8.6216 13.9455
N -20.7175 11.6402 9.0124
H -21.0796 -0.6745 9.5427
C -18.7920 0.2992 8.4837
C -13.8644 -3.9547 15.4920
H -12.7725 -3.9571 12.9747
O -27.5574 6.2848 14.9198
C -12.8562 -2.5356 5.0170
H -13.8582 -2.1848 5.2644
C -27.0037 7.5815 15.0536
H -11.9053 5.2652 6.2891
H -21.0133 9.9066 7.2081
H -16.2403 -6.8497 9.7526
H -26.0738 5.0122 -1.1496
N -23.7091 -0.1052 8.7420
H -19.8268 3.8662 16.3143
H -13.7471 3.7605 12.6977
H -26.7161 -3.6702 3.7149
C -20.3097 2.8893 16.2924
H -29.6360 0.8801 12.0833
C -27.0370 3.2826 -1.7851
N -25.4287 -1.2047 3.2814
C -14.0504 -8.0315 9.2976
H -25.4785 9.6451 14.2711
H -25.9161 7.5284 15.1026
H -23.7737 -1.4220 1.3985
H -12.5942 -3.5740 5.2200
C -15.5680 -5.0371 17.0578
H -14.2919 -3.0051 15.8140
H -11.1631 1.7811 14.4288
C -20.3697 9.4417 7.9549
H -15.9079 -4.0344 17.3169
H -13.3387 5.0640 3.0628
O -11.9881 -0.3425 4.8806
H -13.6961 -7.0099 9.4352
H -24.6488 -4.5831 10.8155
H -21.3570 -0.8804 7.8332
H -18.3018 -8.5551 9.4111
H -28.0632 3.3198 -0.1504
C -13.2746 2.8221 12.9880
H -14.6256 6.3259 3.3044
H -12.2981 -4.4230 17.3943
C -19.1522 1.8101 16.3165
H -24.9886 -0.4747 2.7396
H -28.2905 8.8725 14.0446
C -22.6594 1.7526 9.8419
N -28.2566 3.6410 -1.0882
N -13.2099 -4.6632 17.7564
O -14.3964 -4.3112 14.2375
C -14.0760 -4.9985 16.6091
C -21.2541 -0.1285 8.6156
H -26.3739 -0.9597 3.0230
O -29.2816 1.4028 9.4770
O -24.1150 -3.2738 0.6197
C -11.9006 -1.4921 5.6276
H -14.0288 2.1008 12.6731
H -20.6494 11.8193 10.0040
H -11.5332 -0.4756 4.0458
H -29.4301 1.9387 8.6946
C -27.2333 3.6762 -3.3100
H -27.1705 4.2040 14.8043
H -24.4016 -3.0898 10.8414
H -14.4197 7.3942 7.8436
C -25.0577 -2.5007 2.7507
H -30.6963 2.3151 10.6358
H -12.7054 -2.3863 3.9479
H -19.5935 8.8289 7.4965
O -15.3198 -8.1613 8.7150
H -18.5637 0.1092 9.5324
H -12.3692 2.6707 12.4002
H -27.7806 2.9088 -3.8575
C -18.7770 11.4142 7.5329
H -25.9311 -4.2950 2.1982
O -25.8772 3.4234 0.2725
H -14.3741 4.5961 5.3530
H -23.8962 -0.4357 7.8061
H -12.5729 3.9011 6.6703
H -13.7651 -2.5277 13.3088
C -17.5514 -7.2259 8.0570
H -14.2848 -3.8018 12.2036
H -10.9328 -1.9895 5.5642
H -22.7931 -3.9194 2.1751
H -26.7699 2.2307 -1.8857
O -12.0180 1.6505 14.8456
H -18.6048 -0.6011 7.8985
H -18.4510 1.9619 15.4959
H -16.1844 12.6144 8.5152
O -24.3155 -3.8806 11.3737
C -17.0855 12.3930 9.0871
H -27.5486 7.4090 12.2547
H -15.2057 6.0836 5.6933
C -13.7888 -3.6065 13.1543
H -20.5579 12.5097 8.5239
H -12.0875 -1.4492 6.7006
O -20.1386 0.8460 8.3330
O -13.3002 6.2493 4.8039
H -13.3599 -8.5037 8.5988
H -17.0543 13.1648 9.8562
C -26.3224 -3.4266 2.7281
C -18.5951 -6.0842 8.3535
C -16.1590 -7.0366 8.6818
H -25.7755 5.2575 14.4563
C -25.9216 3.9369 -1.0569
H -24.9610 3.7245 -1.5264
H -24.2979 -3.0567 3.3000
H -13.9230 -8.5653 10.2394
H -27.7688 4.6099 -3.4818
N -12.4880 4.8511 7.0026
C -24.5355 -2.1921 1.2771
H -17.1147 -8.9917 8.4999
H -12.9607 7.5307 6.8115
C -19.6958 10.6832 8.5517
H -16.2534 -5.2894 16.2487
H -13.6533 2.5833 15.2326
C -14.2128 5.6390 5.6256
H -27.3528 7.9734 16.0089
H -18.1432 -5.2356 7.8399
H -26.8624 9.0609 11.8755
H -16.9156 11.4280 9.5647
C -13.4429 6.9695 7.6119
H -18.6429 -5.8846 9.4240
H -12.2383 3.6387 14.7477
C -26.6580 5.1250 15.0821
H -19.4752 -6.2977 7.7470
H -23.6370 2.2034 10.0127
C -30.1909 0.2699 11.3708
H -22.6894 1.2312 7.7327
C -26.8445 8.1927 12.5342

Summary:
ΔE to the lowest compared entry with this formula, charge and spin ... 51.83 kcal/mol
Kohn-Sham gap ... 8.99 eV
Charge ... 0
HOMO ... -8.894 eV
Calculated total energy ... -3008.12588 a.u.

=====

Density functional theory data (wB97M-V/def2-TZVPD) for 2 unconnected molecules or ions with the total composition C6H15N2P2 in a non-equilibrium geometry.

CARTESIAN COORDINATES (ANGSTROEM)
N 0.3283 0.2291 -3.0490
H 2.6787 0.0288 0.3352
C 0.9073 0.8709 -0.2902
H 1.7449 -1.0354 -0.4149
H -1.3184 -2.0600 3.0888
C -2.5590 -0.4340 -1.4282
C -0.0972 0.0458 1.9842
H 1.3346 1.6640 1.6855
H -3.0393 0.4894 -1.1504
P 0.5418 -1.7734 1.5893
H -0.9610 1.4355 -1.0353
H -1.1927 0.1005 1.8051
C -0.2425 0.5706 -1.0664
H -0.0502 -0.6741 -3.2836
C 0.5055 1.2013 1.1940
H -0.2950 1.9891 1.0090
H 1.3216 0.2039 -3.2262
P -1.0738 -1.0738 -1.0776
H -3.3372 -1.2889 -1.7491
N 2.0584 -0.0023 -0.4285
H -0.6862 -3.6031 2.6116
H -0.0076 1.0123 -3.7284
H 0.2703 0.1486 2.9653
C -0.5041 -2.5821 2.5396
H 1.3550 1.7340 -0.6495

Summary:
ΔE to the lowest compared entry with this formula, charge and spin ... 56.86 kcal/mol
Kohn-Sham gap ... 7.39 eV
Charge ... +1
HOMO ... -12.393 eV
Calculated total energy ... -1029.40084 a.u.

=====

Density functional theory data (wB97M-V/def2-TZVPD) for a molecular structure, C45H71BrGeN3O4SeW in a non-equilibrium geometry.

CARTESIAN COORDINATES (ANGSTROEM)
C 0.2309 -3.2206 3.0514
C -0.3808 4.0527 0.5163
H -4.1157 -4.4061 0.8065
C -1.5104 -5.7147 5.3918
H -2.9015 -3.3048 -1.0280
O -3.6762 0.0542 -3.5630
H 1.2041 3.6396 -6.6099
C -0.7372 -3.9794 3.7108
H 7.4870 2.1258 0.2638
H 0.2444 5.5492 -2.7356
H 2.5534 2.9327 -2.3979
H 0.8929 -6.8097 4.8201
H -2.1564 -0.9613 -5.8510
H -4.8192 2.4127 -2.7792
H -5.4915 -1.7504 0.9672
H 2.0409 -0.9892 -1.7290
Br -2.4302 1.6339 2.2760
C 0.5751 -6.0665 4.0867
H 5.2642 2.9148 -2.6557
C 0.4792 -4.3061 5.8683
N -1.0157 -2.6996 -1.7540
H -0.8808 3.1274 0.2517
C 0.9320 -1.4517 1.4254
H 2.9557 -1.4546 -0.2981
H -5.6305 -4.0115 1.6260
C 3.6702 0.9477 -0.4892
H -0.5326 5.6597 -4.3194
C 0.9956 -2.9735 -0.4396
C -0.3411 -3.5535 -0.7835
C 2.3516 0.5544 -0.3133
H -0.4115 -0.3734 -6.1986
H 2.8232 1.9980 -3.8730
H -2.1724 -5.0103 5.8992
H -4.5011 -2.9619 4.2753
C -3.0266 2.0567 0.5517
H -1.1551 -6.4285 6.1357
C 1.7983 2.7769 0.4714
C -3.9909 -2.7015 2.1587
C 1.6353 5.1640 1.3432
C 5.5316 2.6500 -0.5115
H 6.9372 2.6180 -2.1591
H 3.4316 4.1269 0.4588
H 1.4730 -5.6230 3.6531
C -2.4788 -2.8264 2.4021
C 2.5253 2.9733 -3.4874
H 4.3834 0.2043 -0.8286
H -0.2071 -4.5734 -1.1660
C 2.0912 -0.8790 -0.6456
H -0.1244 -3.5320 6.3454
C -3.9383 3.0963 0.4105
C 3.1253 3.1193 0.2285
H 5.5853 4.4072 0.7859
H 0.6512 -2.2795 -3.0162
H 2.5500 5.1243 1.9369
C -1.4517 -0.1609 -6.0089
C 0.7905 3.2557 2.6434
H -0.7450 2.8757 -2.1124
H -2.2514 -4.2850 -2.3611
H -0.4865 3.2065 -6.3436
H 1.8674 5.5909 0.3661
C -4.5486 -4.0763 1.7543
C -2.3561 -3.2681 -1.9693
H -0.9245 -2.1392 -3.7725
H -1.5456 2.3858 -3.6135
C 5.8968 2.3468 -1.9712
H -2.0920 -6.2706 4.6537
C -4.6529 -2.2445 3.4685
H -4.1815 3.7038 1.2695
C -0.3395 -2.7197 -3.0627
O 0.0743 0.9766 0.2568
C 6.4446 1.8440 0.4232
H -4.2467 -1.2831 3.7897
H 0.8511 -0.4117 1.7220
H 1.4245 -3.5193 0.4016
H -1.0412 4.6424 1.1564
H 6.3578 0.7714 0.2428
O -1.7465 -1.1659 0.8243
C -0.5926 2.4155 -3.0833
C -2.0588 -3.7556 3.3635
Ge 0.7419 3.4501 -4.1190
N -2.6496 1.2926 -0.4740
H 6.8048 4.3842 -0.4828
H -2.8239 -4.3276 3.8670
C -4.2888 2.3940 -1.8375
H -4.3489 -4.8450 2.4998
H 0.0936 3.8694 3.2164
H -5.7284 -2.1288 3.3207
H 1.7590 3.2753 3.1489
H 1.3885 -3.8394 5.4868
H -2.9150 -2.6727 -2.6809
Se 0.0035 0.5629 -2.8290
H -0.2111 4.6200 -0.4003
C -4.5384 3.2965 -0.8128
H -5.2480 4.1021 -0.9440
H 0.7727 -5.0290 6.6314
H 3.2507 3.7147 -3.8263
W -1.0040 -0.2664 -0.7117
H -0.2511 -3.7500 -3.4248
H -4.1254 -0.6883 1.3189
C -0.1221 -2.2844 2.1021
H 1.6914 -3.0705 -1.2700
C 0.5353 3.0214 -6.0105
H 0.0317 -6.5817 3.2922
N 0.8737 -1.5259 -0.0871
C 5.7665 4.1390 -0.2568
C 1.3872 1.4629 0.1229
C 0.3725 5.3456 -3.7988
H 0.9510 5.8469 1.8502
H 1.9213 -1.8074 1.7261
C 4.0820 2.2455 -0.2623
C 0.9516 3.7980 1.2199
C -4.4047 -1.7108 1.0657
H -3.9705 -1.9529 0.0972
H -1.8025 0.8592 -6.0176
C -0.3130 -5.0081 4.7564
C -3.2305 0.1774 -2.4591
H 0.4385 2.2371 2.6462
H 6.1950 2.0336 1.4688
O -2.6362 -0.7502 -1.7437
H 5.1328 4.7612 -0.8922
H 5.7818 1.2878 -2.2065
H 0.7764 1.9743 -6.2006
H 1.2815 -3.3562 3.2844
C -1.4741 -2.0913 1.7748
H 1.2007 5.9557 -4.1608
H -0.9685 -3.6178 0.1013
C -3.3697 1.4037 -1.6120

Summary:
ΔE to the lowest compared entry with this formula, charge and spin ... 32.86 kcal/mol
Kohn-Sham gap (spin up / spin down) ... 6.46 / 7.07 eV
Charge ... +1
HOMO (spin up / spin down) ... -10.064 / -10.651 eV
Calculated total energy ... -9341.83718 a.u.
Spin multiplicity ... 3
<S²> ... 2.0175